The following is a DFT calculation (the ωB97M-V functional and the def2-TZVPD basis) of an isolated ion of composition C2H3O2Se and charge -1.

Atoms and positions in Å:
C: -0.54288 0.33825 -0.12423
C: 0.37001 0.13559 1.05347
O: -1.24901 1.13120 -0.66196
O: 0.29783 0.83442 2.05515
Se: -0.19822 -1.30696 -1.38295
H: 0.33770 -0.88633 1.17944
H: 1.39878 0.02760 0.40636
H: -0.41422 -0.27377 -2.52529

## Properties
E_tot, a.u.: -2629.885675
Total charge: -1
SMILES: O=C([SeH])C[O-]
Largest force on an atom, eV/Å: 4.71
Multiplicity: 1
LUMO energy, eV: 3.383
Energy relative to the best compared isomer or geometry (same formula, charge and spin), eV: 2.614